1.
A structure of composition C2H3N2OPS in a non-equilibrium geometry, computed with ωB97M-V with the def2-TZVPD basis set.

Geometry as XYZ:
```
10
Properties=species:S:1:pos:R:3:forces:R:3
C -1.819609 -1.309508 0.056393 -0.70 2.06 0.28
C -0.525593 0.296232 0.003002 3.55 4.76 0.49
N -0.584110 -1.009584 -0.093028 2.06 -0.05 -0.55
N -1.536543 1.065432 0.295358 1.17 -0.30 -0.80
O 0.999371 1.259591 -0.110136 -4.40 -3.36 -0.21
P 2.280601 0.223911 0.060342 1.38 0.94 -0.40
S -2.796380 0.039879 0.324724 -0.84 -0.10 0.37
H -2.168635 -2.249067 0.091228 -1.22 -3.30 -0.11
H 3.047182 1.325268 0.565756 0.14 -0.56 0.24
H 3.103712 0.357850 -1.193638 -1.15 -0.11 0.70
```
Forces are in eV/Å.

The LUMO energy comes out at 0.1 eV. As for the energy above the lowest of the compared OMol25 structures with the same formula, charge and spin: 46.45 kcal/mol. The value obtained for the orbital gap is 9.30 eV. As for the highest occupied orbital energy: -9.25 eV. As for the electronic energy: -1002.2085 Ha.

Here are the natural (NBO) charges for atoms 1 to 5, given in e: atom 1 (C): -0.143, atom 2 (C): 0.647, atom 3 (N): -0.469, atom 4 (N): -0.625, atom 5 (O): -0.807

---

2.
The molecule C5H14N2 in a non-equilibrium geometry, computed with ωB97M-V with the def2-TZVPD basis set.

Geometry as XYZ:
```
21
Properties=species:S:1:pos:R:3:forces:R:3
C 0.305079 1.869057 0.998944 -0.56 1.58 -2.14
C -0.504652 1.236162 -0.165409 0.84 -0.99 -0.77
N -0.868104 2.059037 -1.322956 -0.73 -0.80 1.10
C 0.244466 -0.040858 -0.688217 0.20 1.17 1.19
N 0.044453 -1.072499 0.360229 0.10 -0.69 -1.98
C -0.952424 -2.034856 -0.118227 -1.63 0.16 0.58
C 1.275588 -1.763230 0.706583 0.60 1.65 0.60
H 1.094072 2.522166 0.570813 0.29 -0.95 0.08
H -0.294223 2.675596 1.427282 -0.31 -0.59 0.83
H 0.657645 1.079465 1.636332 0.14 0.11 0.63
H -1.431946 0.831195 0.256975 0.00 0.22 -0.15
H -0.114862 2.506583 -1.805828 0.10 0.55 0.11
H -1.681143 2.609598 -1.087529 0.43 0.56 -0.48
H -0.096594 -0.254153 -1.708206 -0.28 -0.44 0.35
H 1.318810 0.166456 -0.789577 -0.08 0.12 0.15
H -0.639732 -3.044905 -0.336540 0.74 -0.45 0.53
H -1.785835 -2.052162 0.593867 0.14 -0.46 0.09
H -1.452181 -1.801224 -1.053152 0.19 0.82 -0.27
H 2.001765 -0.988416 0.987052 0.07 0.09 -0.37
H 1.712630 -2.285675 -0.162698 -0.13 -0.62 0.71
H 1.167191 -2.217345 1.700268 -0.14 -1.04 -0.77
```
Forces are in eV/Å.

The LUMO energy comes out at 1.1 eV. As for the energy above the lowest of the compared OMol25 structures with the same formula, charge and spin: 39.38 kcal/mol. The value obtained for the orbital gap is 9.66 eV. Its SMILES is C[C@@H](N)CN(C)C. As for the highest occupied orbital energy: -8.53 eV. As for the electronic energy: -308.3603 Ha.

Here are the natural (NBO) charges for atoms 1 to 5, given in e: atom 1 (C): -0.636, atom 2 (C): -0.037, atom 3 (N): -0.868, atom 4 (C): -0.233, atom 5 (N): -0.460

---

3.
A structure of composition C33H61FHg2NO15 in a non-equilibrium geometry, computed with ωB97M-V with the def2-TZVPD basis set.

Geometry as XYZ:
```
113
Properties=species:S:1:pos:R:3:forces:R:3
Hg -2.673317 2.957265 5.685510 0.03 0.01 -0.05
Hg -0.314937 7.701485 3.369310 -0.03 -0.08 -0.05
C 1.592623 1.747155 0.124600 -0.04 -0.18 0.68
C 0.199113 2.362705 -0.057180 2.19 1.42 3.44
O -0.224097 3.073835 1.091160 0.37 -1.72 -3.42
H 1.633313 1.023315 0.938540 -0.33 -0.11 0.08
H 2.276923 2.525835 0.461490 0.03 0.17 -0.33
H 2.000633 1.228795 -0.743110 -0.30 0.30 -0.24
H -0.516467 1.561875 -0.243520 -1.17 -0.65 0.19
H 0.137153 2.869915 -1.019990 -0.76 0.90 -0.25
C -2.495587 5.170545 -7.210950 -0.35 -1.35 0.65
N -1.502367 4.393195 -7.979470 0.91 2.36 -2.91
O -0.517027 3.909875 -7.500800 0.28 -0.91 1.65
O -1.631617 4.529155 -9.189480 -0.46 -0.64 0.02
H -2.644187 4.516225 -6.351950 -0.52 0.54 0.30
H -3.347387 5.224955 -7.888860 -0.01 0.24 0.50
H -2.095617 6.143225 -6.924530 0.13 -0.24 -0.20
O -2.971537 9.441735 -0.893340 -0.85 0.29 -1.99
C -3.026117 9.531585 -2.125930 1.42 -0.77 2.03
O -4.090867 9.380645 -2.894980 1.33 0.09 -0.39
C -5.334327 9.322625 -2.290170 -2.72 0.05 0.07
C -6.365327 8.820065 -3.327270 -0.08 -0.25 0.12
C -1.787217 9.679215 -2.955730 -0.14 0.75 -0.94
H -5.621067 10.348635 -2.059570 0.05 -0.05 0.52
H -5.330147 8.715755 -1.384750 0.20 0.05 -0.04
H -6.912767 9.637885 -3.795840 0.39 0.05 -0.21
H -7.156487 8.191515 -2.918500 0.17 0.02 0.51
H -5.894177 8.190855 -4.082390 0.15 0.22 -0.11
H -1.152877 10.507395 -2.639730 -0.02 -0.27 0.45
H -2.127077 9.959715 -3.952690 0.20 -0.26 -0.17
H -1.219877 8.749995 -3.008420 -0.07 0.07 0.17
O 7.989153 -3.845935 1.920410 -0.33 0.50 -0.85
C 8.151283 -3.808685 0.710250 0.62 -1.99 1.56
O 8.120083 -4.899485 -0.024220 -0.48 -0.40 -1.89
C 8.120573 -6.201265 0.493050 -0.22 -1.47 2.60
C 8.482923 -7.258105 -0.497540 0.06 0.50 -1.34
C 8.682843 -2.714545 -0.087780 0.81 1.27 -0.24
H 7.155833 -6.521935 0.886180 -0.28 0.72 0.26
H 8.800713 -6.212285 1.344750 0.09 0.08 0.08
H 7.568763 -7.585075 -0.993030 0.22 -0.07 -0.33
H 8.968673 -8.143665 -0.087750 -0.02 0.30 0.32
H 9.147743 -6.784185 -1.219700 0.11 -0.41 -0.27
H 7.891823 -2.069575 -0.470410 0.29 0.32 0.28
H 9.290413 -3.083715 -0.914020 -0.44 -0.26 -0.09
H 9.416693 -2.267405 0.582760 -0.40 0.90 -0.08
O -2.010617 -8.377335 -0.663860 -1.63 2.09 -1.90
C -2.454817 -7.350755 -1.224090 2.41 -1.23 3.42
O -1.622837 -6.471865 -1.767130 -0.44 1.17 -0.88
C -0.185477 -6.523775 -1.776690 0.56 0.98 -0.55
C 0.350343 -5.163185 -2.283820 -0.65 -0.12 -1.01
C -3.807547 -6.728945 -0.946360 -0.77 -0.42 -0.21
H 0.108053 -7.237625 -2.546350 0.22 -0.52 0.74
H 0.232343 -6.638925 -0.776550 -0.37 -0.85 -0.07
H 1.422893 -5.042445 -2.131700 -0.10 -0.17 0.44
H -0.195957 -4.282795 -1.945310 0.07 -0.18 0.58
H 0.239203 -5.120685 -3.367300 -0.08 -0.09 -0.16
H -4.305807 -7.311955 -0.171810 -0.05 -0.17 -0.33
H -4.434537 -6.644555 -1.833980 0.01 -0.47 -0.11
H -3.780557 -5.700885 -0.585160 0.80 -0.05 0.04
O 11.081523 3.505895 4.674530 -0.43 0.35 -0.48
C 10.618343 4.399855 3.983830 2.68 0.45 0.31
O 11.378193 5.487805 3.658610 -1.59 -0.93 -0.19
C 12.756693 5.582395 4.118290 0.33 -1.10 -0.97
C 12.892863 6.740775 5.020320 -0.52 -0.09 0.29
C 9.197163 4.391375 3.565230 -0.57 0.25 0.45
H 13.388693 5.714485 3.240090 -0.30 -0.09 -0.28
H 13.040873 4.629885 4.565590 -0.05 0.08 0.14
H 12.376953 7.599485 4.590710 0.19 0.15 0.09
H 13.960263 6.934765 5.125770 -0.17 0.19 0.44
H 12.377303 6.430195 5.929070 0.36 0.60 0.45
H 8.939963 4.674345 2.544510 0.50 -0.10 0.02
H 8.775673 5.146885 4.228290 -0.36 0.12 0.01
H 8.783803 3.427915 3.863550 -0.03 0.11 -0.26
O -0.597707 -2.505675 5.435170 0.96 -0.42 0.10
C -0.513507 -3.682035 5.177860 0.49 -0.86 0.29
O 0.523063 -4.555795 5.416850 -1.50 1.71 -0.68
C 1.770833 -4.147805 5.978410 0.34 -0.29 0.51
C 2.228513 -5.440315 6.647470 1.10 0.14 -0.13
C -1.621847 -4.416165 4.520390 -1.74 -1.07 -0.43
H 1.707363 -3.266885 6.617200 -0.58 -0.27 0.40
H 2.453083 -3.810935 5.197920 -0.01 -0.38 -0.33
H 3.152203 -5.302605 7.209540 -0.11 0.26 0.29
H 2.533233 -6.158705 5.886440 -0.35 -0.07 -0.16
H 1.475433 -5.907895 7.281770 -0.02 0.32 -0.04
H -1.774957 -4.095435 3.489960 0.34 0.09 -0.03
H -2.597767 -4.270255 4.983410 0.16 0.80 0.36
H -1.600207 -5.505585 4.548680 0.93 0.03 -0.14
O -7.557687 0.984435 3.263500 0.21 -0.55 1.50
C -8.529377 1.075255 2.599220 -2.89 -1.25 -1.46
O -9.822677 0.414755 2.752640 2.43 0.58 1.01
C -9.963337 -0.630895 3.782090 1.61 -0.06 0.44
C -10.591177 -1.871705 3.213760 0.14 0.80 0.08
C -8.496107 1.827165 1.272870 -0.17 -1.12 1.09
H -10.432817 -0.332995 4.719610 -0.67 0.81 -0.52
H -8.996137 -0.938155 4.179860 0.57 0.39 -0.50
H -10.455867 -2.619155 3.995500 -0.61 -0.17 -0.06
H -10.009587 -2.212375 2.357130 -0.37 0.05 -0.21
H -11.624237 -1.600725 2.995960 -0.05 -0.83 -0.26
H -8.784777 2.846255 1.530190 0.08 0.06 -0.67
H -9.156777 1.279195 0.601050 -0.14 0.62 -0.12
H -7.455987 1.677485 0.983320 -0.13 0.69 -0.32
F -7.108337 -2.439985 -4.482110 2.54 -1.33 -1.35
C -6.111447 -3.049905 -5.238670 -0.80 1.64 0.83
C -4.791077 -2.514875 -5.299340 -0.66 -0.18 -0.08
C -3.959677 -3.054935 -6.254110 0.36 0.63 0.01
C -4.337347 -4.105145 -7.104580 -1.50 -0.77 -0.47
C -5.612317 -4.723425 -6.972850 -1.13 1.53 2.62
C -6.487097 -4.137655 -6.002700 0.46 -1.71 -1.16
H -4.540597 -1.688955 -4.650100 0.20 0.06 -0.15
H -2.994097 -2.623035 -6.472120 0.11 0.15 0.38
H -3.735887 -4.434285 -7.939040 0.46 0.08 0.20
H -5.929467 -5.625845 -7.474300 0.16 0.15 -0.31
H -7.451637 -4.525895 -5.710560 -0.22 -0.31 -0.59
```
Forces are in eV/Å.

The LUMO energy comes out at -13.6 eV. The net charge is +3. The value obtained for the orbital gap is 0.85 eV. As for the highest occupied orbital energy: -14.48 eV. As for the electronic energy: -2882.4934 Ha.

Here are the Löwdin charges for atoms 1 to 5, given in e: atom 1 (Hg): 0.373, atom 2 (Hg): 0.387, atom 3 (C): -0.055, atom 4 (C): -0.246, atom 5 (O): 0.114

---

4.
A cluster of 2 separate species, C5H10O in total, computed with ωB97M-V with the def2-TZVPD basis set.

Geometry as XYZ:
```
16
Properties=species:S:1:pos:R:3:forces:R:3
C -0.539443 0.275231 -1.240174 0.06 0.15 0.13
C 0.149712 1.203461 -0.572845 -0.13 -0.08 -0.05
C 1.208501 0.585705 0.315424 0.06 0.01 -0.01
C 0.808089 -0.906384 0.348110 0.03 -0.04 0.00
C -0.058453 -1.118937 -0.912392 0.03 -0.05 -0.05
H -1.346154 0.475385 -1.942685 0.21 -0.01 0.09
H -0.004005 2.276319 -0.654131 0.05 -0.15 -0.06
H 1.265767 1.029883 1.318199 -0.06 -0.04 -0.22
H 2.194035 0.731300 -0.147701 -0.07 -0.03 0.10
H 1.675654 -1.571344 0.382680 -0.13 0.08 0.00
H 0.193757 -1.106719 1.233654 0.14 0.05 -0.17
H -0.872353 -1.831786 -0.740011 0.11 0.15 -0.07
H 0.537974 -1.494824 -1.754936 -0.08 -0.04 0.10
O -2.082368 0.297959 1.440848 -0.03 0.07 0.17
H -1.554344 0.485085 2.225418 -0.10 0.00 -0.10
H -1.576368 0.669662 0.700544 -0.09 -0.10 0.16
```
Forces are in eV/Å.

The LUMO energy comes out at 1.0 eV. As for the energy above the lowest of the compared OMol25 structures with the same formula, charge and spin: 14.24 kcal/mol. The value obtained for the orbital gap is 10.44 eV. Its SMILES is C1=CCCC1.O. As for the highest occupied orbital energy: -9.44 eV. As for the electronic energy: -271.7299 Ha.

Here are the natural (NBO) charges for atoms 1 to 5, given in e: atom 1 (C): -0.189, atom 2 (C): -0.219, atom 3 (C): -0.446, atom 4 (C): -0.399, atom 5 (C): -0.445

---

5.
The ion C6H5F3N3S with charge +1 in a non-equilibrium geometry, computed with ωB97M-V with the def2-TZVPD basis set.

Geometry as XYZ:
```
18
Properties=species:S:1:pos:R:3:forces:R:3
C -1.069338 2.102669 0.124084 0.26 -0.08 -0.47
C 0.608354 -1.488465 0.477964 -0.13 0.11 0.19
C -1.151176 1.315395 1.151871 1.71 -2.02 -1.50
C 1.147386 -0.764198 -1.557380 -0.63 0.76 0.66
C 0.403096 0.200923 -0.884752 0.40 -0.38 -0.61
C -1.647359 0.857337 2.461536 -0.50 -0.63 1.40
N 1.260017 -1.804608 -0.668760 0.04 0.08 -0.17
N 0.106604 -0.292742 0.338922 -1.80 2.04 1.50
N 1.717654 -0.741514 -2.776332 0.38 -0.14 -0.39
F -1.897564 -0.455500 2.451074 0.10 0.24 -0.23
F -0.781416 1.092473 3.447034 0.07 0.06 -0.30
F -2.784991 1.496841 2.752717 0.27 0.16 -0.39
S -0.178764 1.791509 -1.329152 0.04 -0.01 0.03
H -1.570567 3.068122 0.093648 -0.14 -0.05 0.27
H 0.517800 -2.114022 1.340892 0.03 -0.19 0.12
H 1.756352 -2.668070 -0.836379 -0.05 0.06 0.05
H 1.458226 -0.014226 -3.417907 0.03 -0.08 -0.09
H 2.105686 -1.581924 -3.169081 -0.06 0.08 -0.08
```
Forces are in eV/Å.

The LUMO energy comes out at -5.6 eV. The net charge is +1. As for the energy above the lowest of the compared OMol25 structures with the same formula, charge and spin: 52.82 kcal/mol. The value obtained for the orbital gap is 6.36 eV. As for the highest occupied orbital energy: -11.96 eV. As for the electronic energy: -1093.3646 Ha.

Here are the natural (NBO) charges for atoms 1 to 5, given in e: atom 1 (C): -0.406, atom 2 (C): 0.190, atom 3 (C): 0.285, atom 4 (C): 0.344, atom 5 (C): -0.189

---

6.
The ion C4H7N2S with charge +1 in a non-equilibrium geometry, computed with ωB97M-V with the def2-TZVPD basis set.

Geometry as XYZ:
```
14
Properties=species:S:1:pos:R:3:forces:R:3
C -1.883494 -0.728681 1.879129 -0.33 -0.46 0.70
C -0.110584 -0.889983 -1.899805 2.28 0.43 1.95
C -0.671020 -0.554056 1.479010 4.90 -1.34 -2.50
C 0.954247 0.759042 -0.213683 -1.50 -2.31 -4.16
N 0.743555 -0.559861 -1.032373 2.11 3.46 3.03
N 1.771644 1.698463 -0.677939 -0.90 -1.93 -0.08
S 0.089050 1.108137 1.196397 -0.42 -1.28 0.61
H -2.314293 -1.715891 2.051053 -0.02 0.48 -0.06
H -2.306265 0.195379 2.153067 -1.62 0.58 0.42
H 0.096887 -1.853241 -2.256443 -0.43 -1.33 -0.92
H -0.856412 -0.257222 -2.178656 -2.34 1.46 -1.21
H 0.156498 -1.323598 1.094574 -2.34 1.37 1.26
H 2.179477 1.833704 -1.581475 -0.12 -0.82 -0.67
H 2.150710 2.287809 -0.012854 0.72 1.69 1.62
```
Forces are in eV/Å.

The LUMO energy comes out at -4.6 eV. The net charge is +1. As for the energy above the lowest of the compared OMol25 structures with the same formula, charge and spin: 72.13 kcal/mol. The value obtained for the orbital gap is 9.39 eV. As for the highest occupied orbital energy: -14.02 eV. As for the electronic energy: -663.9597 Ha.

Here are the natural (NBO) charges for atoms 1 to 5, given in e: atom 1 (C): -0.354, atom 2 (C): 0.049, atom 3 (C): -0.332, atom 4 (C): 0.303, atom 5 (N): -0.417